C32H37ClInN2Si2 | the ωB97M-V functional and the def2-TZVPD basis

The HOMO energy is -10.418 eV. As for the spin multiplicity: 1. Its calculated total energy is -70211.171 eV. Its charge is +1. For the energy above the lowest of the compared OMol25 structures with the same formula, charge and spin, the calculation gives 0.0 kcal per mole. The calculation puts the frontier orbital gap at 7.382 eV.

Geometry as XYZ:
```
75
C32H37ClInN2Si2 (the ωB97M-V functional and the def2-TZVPD basis)
In 0.310 -0.373 2.893
Cl 2.420 0.754 0.398
Si 0.389 0.145 0.278
Si 1.029 0.031 -3.023
N 0.478 1.718 3.993
N 2.122 -0.891 4.401
C 0.308 -1.432 -5.291
C -3.023 2.573 0.258
C -1.364 3.619 -1.150
C -2.283 -0.040 4.873
C 1.997 2.070 -4.856
C -0.585 -3.914 0.063
C -0.293 2.220 -4.099
C -2.660 3.590 -0.629
C -0.385 -1.505 -0.279
C 1.940 -2.533 -3.873
C 0.965 -3.715 -5.759
C -1.338 -1.922 3.906
C -1.822 -3.918 -0.582
C 2.266 -0.404 5.796
C 1.148 -1.418 -4.162
C 1.782 3.175 -5.694
C -0.793 -1.755 5.233
C -2.284 -0.837 3.708
C 1.846 -3.679 -4.675
C -1.642 -1.525 -0.921
C -2.329 -2.728 -1.105
C 0.534 3.809 -5.715
C 0.956 1.571 -4.063
C 0.213 -2.580 -6.087
C 1.692 1.908 4.846
C -0.813 1.555 0.037
C 1.675 0.969 6.039
C -2.115 1.569 0.599
C -0.504 3.330 -4.912
C -1.370 -0.604 5.805
C -0.435 2.641 -0.783
C 0.138 -2.725 0.198
H 2.626 -2.492 -3.028
H -0.322 -0.134 -2.486
H 2.258 1.437 6.844
H -3.370 4.367 -0.903
H -2.417 0.800 1.326
H -0.194 -4.838 0.488
H -4.028 2.575 0.686
H -2.116 -0.596 -1.257
H -2.954 0.795 5.081
H 1.685 2.943 5.210
H 2.964 -0.660 3.870
H 2.589 1.788 4.231
H 0.662 0.871 6.453
H -2.396 -4.845 -0.667
H 0.594 2.717 -1.149
H 0.410 2.436 3.269
H 2.591 3.536 -6.333
H 1.979 0.009 -1.861
H -1.219 -0.262 6.829
H -1.307 -2.847 3.323
H -0.434 -2.575 -6.965
H -0.167 -2.484 5.752
H 2.475 -4.542 -4.455
H 0.366 4.668 -6.360
H -1.103 1.839 -3.473
H 1.787 -1.133 6.460
H 2.080 -1.911 4.391
H -0.274 -0.540 -5.536
H 1.082 -2.735 0.750
H -2.971 -0.765 2.859
H -1.068 4.412 -1.839
H 0.872 -4.618 -6.369
H -1.488 3.803 -4.918
H -3.284 -2.726 -1.631
H -0.384 1.768 4.544
H 2.973 1.583 -4.831
H 3.337 -0.391 6.034
```

These are the Mulliken partial charges, in e, on atoms 1 to 2:
1. In 1.48
2. Cl -0.37